A cluster of 12 separate species, C40H87BF3N3O40P5 in total, computed with ωB97M-V/def2-TZVPD.

Properties
- orbital gap (eV) = 8.961
- total charge = -1

Last column: Mulliken charge in e.
Cartesian coordinates (Å):
P1 -0.162 7.752 12.234  0.992
P2 -8.509 11.398 5.215  1.020
P3 11.431 -1.466 -2.399  1.010
P4 -8.087 2.328 -3.790  1.009
P5 -5.792 -6.907 -8.060  1.142
F1 7.728 -5.037 4.063  -0.291
F2 -3.953 -6.462 4.476  -0.292
F3 -12.063 2.282 6.617  -0.284
O1 -9.243 12.681 5.007  -0.671
O2 0.565 6.473 11.446  -0.316
O3 -7.930 0.743 -4.020  -0.265
O4 -7.532 11.407 6.544  -0.300
O5 -1.145 -0.941 1.432  -0.438
O6 -1.236 1.458 1.103  -0.481
O7 0.450 7.745 13.733  -0.306
O8 -10.471 0.820 5.890  -0.298
O9 -0.180 9.058 11.469  -0.675
O10 -7.451 -6.848 6.335  -0.541
O11 -9.331 9.992 5.388  -0.284
O12 -1.575 -1.642 -1.957  -0.615
O13 -10.441 -0.734 4.168  -0.545
O14 -3.100 0.428 1.943  -0.412
O15 -7.452 11.168 4.001  -0.338
O16 11.384 0.120 -2.264  -0.332
O17 -4.313 -6.820 -8.748  -0.341
O18 -9.443 2.777 -4.595  -0.336
O19 -6.962 2.997 -4.790  -0.303
O20 -1.634 7.247 12.663  -0.272
O21 -2.382 -0.144 -0.426  -0.348
O22 10.182 -2.002 -1.531  -0.183
O23 -5.764 -5.346 6.364  -0.320
O24 0.047 -2.615 0.305  -0.637
O25 6.351 -0.779 4.216  -0.527
O26 -6.255 -6.445 4.503  -0.284
O27 5.057 -9.774 -3.818  -0.302
O28 -3.562 2.023 3.587  -0.628
O29 12.658 -1.802 -1.379  -0.302
O30 -6.502 -5.593 -8.491  -0.300
O31 4.109 6.152 -2.541  -0.277
O32 6.817 -4.410 -9.156  -0.304
O33 -8.145 2.815 -2.396  -0.667
O34 -6.494 -8.153 -8.416  -0.734
O35 7.455 -2.829 4.156  -0.284
O36 -5.502 -6.646 -6.467  -0.299
O37 -1.169 3.331 2.310  -0.679
O38 -11.182 1.482 3.901  -0.320
O39 11.625 -1.956 -3.779  -0.676
O40 5.328 -2.770 4.487  -0.316
N1 9.101 -6.049 -8.744  -0.686
N2 3.996 8.099 -0.300  -0.734
N3 7.913 -10.243 -4.481  -0.796
C1 8.439 -7.301 -10.735  -1.419
C2 -9.808 2.108 -5.793  -0.670
C3 -5.085 -5.771 4.277  0.288
C4 7.144 -4.013 4.763  0.349
C5 13.097 -3.135 -1.372  -0.740
C6 0.026 8.690 14.765  -0.565
C7 -10.630 10.125 6.018  -0.681
C8 -6.393 10.139 4.181  -0.681
C9 -0.765 -1.658 0.384  0.549
C10 7.311 -10.200 -3.175  0.417
C11 6.390 -1.998 4.274  0.683
C12 -6.675 12.555 6.794  -0.648
C13 3.861 -9.022 -3.769  -0.729
C14 5.657 6.768 0.728  -1.411
C15 -5.065 -4.692 5.354  -0.389
C16 -1.760 2.261 1.971  0.693
C17 -10.612 0.428 4.596  0.671
C18 11.132 0.785 -1.034  -0.664
C19 -10.877 2.177 6.017  0.258
C20 4.932 7.118 -0.616  0.180
C21 5.676 -4.127 4.620  -0.396
C22 -5.822 -7.624 -5.425  -0.662
C23 -2.946 1.581 2.589  0.526
C24 8.888 -1.954 -2.002  -0.714
C25 6.888 -5.669 -9.692  -0.705
C26 -3.650 -5.619 -8.751  -0.574
C27 -8.568 -0.193 -3.114  -0.668
C28 -11.053 2.699 4.612  -0.330
C29 1.681 6.696 10.524  -0.683
C30 8.435 -9.770 -2.268  -1.457
C31 -1.624 -1.165 -0.826  0.588
C32 8.340 -5.948 -9.998  0.498
C33 5.477 -4.097 -8.778  -0.786
C34 3.563 5.111 -3.279  -0.762
C35 4.286 5.824 -1.209  -0.666
C36 -6.046 3.898 -4.206  -0.604
C37 6.160 -9.149 -3.163  -0.681
C38 -7.633 -5.228 -7.755  -0.624
C39 -6.570 -6.262 5.768  0.646
C40 -2.712 7.460 11.734  -0.654
B1 -2.010 0.151 0.974  0.881
H1 5.149 -4.650 5.418  0.249
H2 4.796 -4.029 -9.627  0.303
H3 -2.949 8.522 11.672  0.291
H4 -5.736 12.304 7.287  0.259
H5 6.423 6.000 0.615  0.382
H6 -5.492 4.405 -4.996  0.208
H7 8.411 -1.050 -1.622  0.253
H8 6.612 -8.282 -3.647  0.309
H9 -5.425 3.219 -3.621  0.288
H10 9.342 -10.373 -2.298  0.399
H11 -2.921 -5.744 -9.552  0.230
H12 5.172 -4.672 -7.904  0.317
H13 -10.279 2.839 -6.451  0.285
H14 5.534 -3.079 -8.393  0.278
H15 -9.402 -0.639 -3.657  0.259
H16 2.596 4.820 -2.869  0.320
H17 8.115 -9.828 -1.227  0.368
H18 5.825 -8.867 -2.165  0.385
H19 7.795 -7.485 -11.595  0.359
H20 2.537 6.050 10.720  0.283
H21 -7.460 -4.206 -7.416  0.241
H22 5.537 7.586 -1.392  0.433
H23 3.151 -9.503 -4.442  0.245
H24 9.486 -7.465 -10.994  0.340
H25 -5.056 -5.349 3.272  0.336
H26 10.647 0.181 -0.267  0.321
H27 -6.457 -8.390 -5.869  0.330
H28 3.554 -9.141 -2.730  0.305
H29 4.153 4.205 -3.145  0.305
H30 -6.280 9.749 5.192  0.315
H31 6.481 -6.435 -9.032  0.329
H32 12.603 -3.864 -2.015  0.325
H33 6.909 -11.185 -2.938  0.393
H34 7.152 -10.578 -5.055  0.321
H35 4.998 6.424 1.526  0.305
H36 -5.683 -3.826 5.118  0.289
H37 -10.603 1.405 -5.544  0.266
H38 -11.420 9.972 5.283  0.266
H39 -10.123 2.679 6.624  0.295
H40 -6.200 -7.079 -4.560  0.230
H41 3.260 7.584 0.163  0.267
H42 -5.412 10.470 3.842  0.276
H43 -10.830 11.093 6.478  0.326
H44 10.557 1.706 -1.128  0.274
H45 -7.249 13.250 7.407  0.256
H46 -4.084 -4.432 5.753  0.268
H47 -9.031 1.584 -6.349  0.307
H48 7.489 -4.064 5.796  0.265
H49 12.956 -3.444 -0.337  0.281
H50 0.493 9.657 14.577  0.259
H51 -7.836 -0.943 -2.817  0.243
H52 0.271 8.349 15.771  0.240
H53 8.895 -2.039 -3.089  0.363
H54 -10.768 9.320 6.739  0.272
H55 -8.417 -5.210 -8.511  0.233
H56 7.910 -9.319 -4.890  0.265
H57 -1.056 8.810 14.716  0.265
H58 -3.560 6.907 12.138  0.245
H59 6.141 7.709 0.987  0.373
H60 8.841 -5.112 -10.486  0.295
H61 8.216 -8.040 -9.966  0.378
H62 14.136 -3.276 -1.671  0.274
H63 -4.298 -4.752 -8.882  0.290
H64 -6.703 9.252 3.628  0.295
H65 -6.487 13.054 5.843  0.318
H66 5.031 5.040 -1.074  0.352
H67 5.383 -4.620 3.693  0.267
H68 8.760 -8.759 -2.512  0.268
H69 10.063 -6.328 -8.876  0.206
H70 -7.881 -5.884 -6.921  0.316
H71 3.577 8.400 -1.168  0.307
H72 -2.548 7.087 10.724  0.300
H73 -11.940 3.332 4.583  0.266
H74 9.037 -5.130 -8.331  0.232
H75 12.110 0.868 -0.559  0.280
H76 8.442 -2.844 -1.560  0.229
H77 3.405 5.484 -0.664  0.374
H78 -3.063 -5.503 -7.840  0.246
H79 -4.898 -8.118 -5.124  0.277
H80 -8.993 0.296 -2.238  0.339
H81 3.941 -8.007 -4.158  0.289
H82 6.309 -5.819 -10.603  0.367
H83 3.429 5.316 -4.341  0.252
H84 -6.591 4.605 -3.581  0.309
H85 -10.172 3.220 4.236  0.286
H86 1.390 6.522 9.488  0.282
H87 1.967 7.742 10.421  0.315

Forces on the atoms, in the same order (eV/Å):
P 0.04 0.92 -0.46
P 1.31 1.05 0.05
P 1.00 0.20 0.65
P -0.58 1.22 -0.90
P 1.87 -1.95 0.76
F 0.38 0.08 0.18
F 0.57 -1.81 -0.10
F -1.17 -0.46 1.09
O 0.47 -2.05 0.38
O -0.35 1.88 0.97
O 0.14 1.03 0.23
O -0.62 -0.41 -0.65
O 0.56 -0.71 -0.44
O -0.01 -1.14 -1.40
O 0.37 0.03 -0.49
O 0.10 0.40 -0.30
O 0.36 -2.54 1.41
O 0.72 0.53 -0.54
O 0.56 2.10 0.13
O -0.31 1.07 2.37
O -0.41 5.06 1.61
O -0.81 -0.29 0.29
O 0.26 -1.10 1.50
O -0.77 -0.45 -0.73
O -3.37 -1.51 0.81
O 1.43 -0.82 0.71
O -2.25 -1.69 0.32
O 0.83 -0.10 -1.21
O 0.35 -0.34 0.71
O 3.21 0.26 0.06
O -1.21 -1.22 0.88
O -2.73 3.53 0.79
O 0.65 -3.24 -0.12
O 0.57 -0.74 -1.28
O 1.00 0.67 -0.95
O 1.53 -1.88 -3.42
O -1.32 0.73 -1.65
O 1.31 0.08 -0.39
O -0.51 0.34 -1.07
O -1.30 0.92 0.37
O 0.34 -0.54 -1.22
O 0.47 0.68 0.60
O 1.39 1.65 -0.11
O -0.45 -0.43 -0.89
O -2.80 -3.24 -0.84
O 0.44 -1.41 -0.84
O -0.65 0.42 1.27
O -1.85 0.84 0.71
N -0.91 -0.36 0.48
N -2.04 1.36 0.25
N -0.98 -0.74 -1.71
C 0.65 0.32 0.84
C -1.08 -0.01 -0.29
C 1.10 3.35 -0.96
C 0.48 -2.07 -0.04
C 0.53 -1.53 0.94
C -0.41 0.14 -1.01
C -0.70 -0.50 -0.14
C -0.84 -0.59 -0.20
C 1.64 -2.96 -0.76
C 0.29 1.29 0.49
C -0.70 2.63 -0.13
C -1.12 0.39 -0.66
C 0.09 -0.88 -0.04
C 0.66 0.54 -1.36
C -0.28 0.66 -0.21
C 3.82 3.95 1.11
C -1.20 -3.22 -1.43
C 0.82 -0.66 1.43
C 1.52 0.26 -0.06
C 0.74 -2.64 1.13
C -1.09 -0.31 -0.63
C 0.79 0.08 -0.96
C -1.91 1.07 3.02
C -1.15 -0.57 -0.28
C 0.80 -1.00 -0.67
C 1.87 1.14 -0.07
C -0.34 0.25 -0.19
C 0.90 -0.50 0.18
C -0.42 0.67 -0.75
C 0.03 -0.07 1.40
C 0.48 -0.88 -2.21
C 0.63 -1.07 -0.07
C 1.10 1.55 0.66
C -0.65 -1.24 0.20
C 2.10 1.22 0.70
C 0.37 -0.42 0.72
C 0.11 -1.75 0.48
C -1.24 1.17 -0.41
C -1.73 -0.73 3.32
C -0.57 -0.03 0.14
B 0.18 1.79 0.79
H 0.08 0.53 0.25
H -0.14 -0.69 0.01
H 0.06 -0.04 0.06
H -0.28 -0.52 -0.11
H 0.08 0.00 -0.15
H -0.08 -0.17 0.07
H -0.27 -0.01 -0.31
H -0.57 0.42 -0.38
H 0.68 0.91 0.33
H -0.24 -0.32 -0.50
H -0.04 0.63 -0.17
H -0.40 -0.58 -0.42
H 0.23 0.14 -0.02
H -0.01 0.16 -0.03
H 0.15 -0.21 -0.04
H -0.44 0.15 -0.03
H -0.03 0.41 0.20
H 0.18 0.08 0.33
H 0.05 0.42 0.01
H -0.30 0.08 0.57
H -0.17 -0.09 0.29
H 0.80 -0.66 0.17
H -0.06 -0.25 0.22
H -0.02 -0.11 -0.32
H -0.20 -0.38 -0.11
H -0.65 -0.45 -0.48
H -0.38 0.18 0.40
H -0.71 0.84 0.00
H 0.42 -0.16 -0.30
H -0.26 0.67 0.28
H 0.20 -0.18 0.55
H -0.74 0.49 -0.15
H 0.07 0.02 0.13
H -0.06 -0.94 -0.61
H -0.32 0.26 -0.18
H 0.49 0.33 -0.49
H 0.08 -0.29 -0.04
H 0.23 0.09 -0.33
H -0.09 -0.01 0.04
H -0.36 -0.13 -0.30
H -0.56 0.45 0.51
H -0.42 0.46 -0.18
H 0.47 -0.01 0.02
H 0.43 -0.06 -0.49
H 0.16 0.00 0.11
H -0.03 0.03 -0.53
H 0.31 0.19 0.36
H 0.32 0.10 -0.01
H 0.28 -0.44 -0.06
H 0.05 -0.08 0.01
H -0.07 0.16 -0.11
H 0.33 -0.44 -0.41
H -0.43 0.18 -0.04
H 0.44 0.13 0.14
H -0.47 -0.02 0.48
H 0.74 0.76 0.35
H -0.02 -0.01 -0.03
H 0.04 0.14 0.05
H 0.04 -0.18 0.57
H -0.75 0.06 -1.08
H -0.15 -0.22 -0.07
H 0.21 0.70 0.22
H 0.09 -0.05 -0.20
H 0.06 0.23 -0.40
H 0.28 0.04 0.04
H 0.13 -0.50 -0.35
H 0.34 -0.19 -0.11
H -0.16 0.18 0.09
H 0.04 0.24 -0.15
H 0.10 -0.02 -0.14
H -0.25 0.34 -0.15
H 0.48 -0.08 0.10
H 0.01 -0.31 -0.37
H 0.43 -0.02 0.38
H 0.10 0.99 -0.12
H -0.59 0.19 -0.25
H -0.51 0.28 -0.09
H -0.11 0.15 0.24
H 0.09 0.10 -0.03
H 0.31 0.16 0.02
H 0.30 0.27 0.49
H -0.22 0.56 -0.47
H 0.31 0.42 0.17
H 0.34 0.10 0.08
H -0.06 0.17 0.05
H -0.61 -0.64 0.16
H 0.13 0.10 0.88